10
Properties=species:S:1:pos:R:3:forces:R:3:nbo_charge:R:1 method="wB97M-V/def2-TZVPD" total_charge=0 mol_weight_g_mol=94.06 orbital_gap_ha=0.4382 smiles="C=CC(O)(F)F" max_force_ev_per_a=3.13 spin_multiplicity=1 de_lowest_kcal_mol=2.51
C 1.624 0.469 0.143 -0.1 -0.1 0.0 -0.321
C 0.631 -0.395 0.248 -0.2 0.0 -0.1 -0.284
C -0.779 0.005 -0.015 -2.4 -1.5 -1.4 0.872
O -1.548 -1.048 -0.705 2.1 1.5 1.3 -0.721
F -0.888 1.136 -0.749 0.2 0.1 -0.1 -0.338
F -1.437 0.285 1.143 0.1 -0.1 0.2 -0.340
H 2.634 0.196 0.389 0.2 -0.1 0.0 0.207
H 1.458 1.481 -0.189 -0.1 0.1 -0.1 0.212
H 0.747 -1.413 0.583 0.1 -0.1 0.0 0.229
H -2.442 -0.716 -0.848 0.0 0.2 0.1 0.484